(1)
The following is a quantum chemistry calculation of one molecule with the formula C2H4N2O2 in a non-equilibrium geometry, from the OMol25 dataset.

Computed properties:
Highest occupied orbital energy ... -10.01 eV
Structure (SMILES) ... [H]/N=C(\N)OC=O
Frontier orbital gap ... 10.363 eV
Net charge ... 0
DFT total energy ... -338.5004 Eh

Positions of all 10 atoms, in Å:
H: 0.20 -2.52 1.02
N: 0.56 -1.44 0.52
C: -0.37 -0.71 0.03
N: -1.66 -0.75 0.10
O: 0.06 0.28 -0.77
C: 0.89 1.31 -0.47
O: 0.83 1.65 0.72
H: -1.98 -0.79 -0.96
H: -1.96 -1.87 0.14
H: 1.20 1.56 -1.52

***

(2)
The following is a quantum chemistry calculation of one molecule with the formula C2H4N2O2 in a non-equilibrium geometry, from the OMol25 dataset.

Computed properties:
Highest occupied orbital energy ... -9.75 eV
Structure (SMILES) ... C/N=C/ON=O
Frontier orbital gap ... 9.703 eV
Net charge ... 0
DFT total energy ... -338.4463 Eh

Positions of all 10 atoms, in Å:
C: 1.70 0.15 0.19
N: 0.27 0.17 0.35
C: -0.52 0.07 -0.63
O: -1.99 -0.08 -0.61
N: -2.83 -0.23 0.45
O: -2.43 -0.56 1.54
H: 1.95 0.94 -0.45
H: 2.13 0.29 1.15
H: 1.94 -0.88 -0.24
H: -0.21 0.12 -1.77

***

(3)
The following is a quantum chemistry calculation of one molecule with the formula C2H4N2O2, from the OMol25 dataset.

Computed properties:
Highest occupied orbital energy ... -9.99 eV
Structure (SMILES) ... [H]/N=C(\N)OC=O
Frontier orbital gap ... 10.668 eV
Net charge ... 0
DFT total energy ... -338.6078 Eh

Positions of all 10 atoms, in Å:
H: -1.56 1.42 0.45
N: -0.97 0.94 -0.22
C: -0.15 0.17 0.36
N: 0.04 -0.07 1.70
O: 0.77 -0.53 -0.37
C: 0.64 -0.45 -1.74
O: 1.60 -0.32 -2.43
H: 0.64 -0.83 1.97
H: -0.65 0.24 2.35
H: -0.39 -0.59 -2.08

***

(4)
The following is a quantum chemistry calculation of a 2-piece molecular cluster, C2H4N2O2 overall in a non-equilibrium geometry, from the OMol25 dataset.

Computed properties:
Highest occupied orbital energy ... -8.40 eV
Frontier orbital gap ... 9.336 eV
Net charge ... 0
DFT total energy ... -338.5864 Eh

Positions of all 10 atoms, in Å:
C: -0.39 -0.12 0.25
C: 2.30 -0.05 0.16
N: -0.87 -1.05 -0.57
N: -1.09 1.06 0.43
O: 2.38 -1.15 0.51
O: 2.31 1.05 -0.17
H: -0.48 -1.90 -0.42
H: -1.75 -0.95 -1.09
H: -0.50 1.76 0.93
H: -1.91 1.35 -0.01

***

(5)
The following is a quantum chemistry calculation of a 2-piece molecular cluster, C2H4N2O2 overall, from the OMol25 dataset.

Computed properties:
Highest occupied orbital energy ... -10.32 eV
Structure (SMILES) ... [H]/N=C\O.N=C=O
Frontier orbital gap ... 10.689 eV
Net charge ... 0
DFT total energy ... -338.5986 Eh

Positions of all 10 atoms, in Å:
H: 1.21 -0.35 -0.67
N: 1.79 0.33 -0.19
C: 1.40 0.51 1.01
O: 0.37 -0.04 1.66
H: 1.94 1.20 1.66
H: -0.17 -0.55 1.02
N: -1.40 -0.80 -0.57
C: -1.52 0.14 -1.35
O: -1.52 1.08 -2.04
H: -2.11 -1.53 -0.53

***

(6)
The following is a quantum chemistry calculation of a 2-piece molecular cluster, C2H4N2O2 overall in a non-equilibrium geometry, from the OMol25 dataset.

Computed properties:
Highest occupied orbital energy ... -10.00 eV
Structure (SMILES) ... CC#N.O=NO
Frontier orbital gap ... 10.612 eV
Net charge ... 0
DFT total energy ... -338.4839 Eh

Positions of all 10 atoms, in Å:
C: -2.52 -0.38 0.52
C: -1.35 -0.11 -0.33
N: -0.49 0.25 -0.98
H: -3.01 0.48 0.90
H: -2.03 -0.95 1.37
H: -3.16 -1.21 0.17
O: 4.24 0.35 0.66
N: 3.18 0.18 0.17
O: 2.96 0.83 -1.00
H: 2.20 0.57 -1.46